Here is a cluster of 10 separate species, C44H118N10O12 in total in a non-equilibrium geometry from OMol25. Energies are from wB97M-V/def2-TZVPD.

Cartesian coordinates (Å):
C1 22.6003 15.9758 19.9592
H1 21.6771 15.9028 27.8798
C2 26.1679 15.2635 28.6263
H2 21.3714 12.1068 26.8030
H3 16.6668 11.1969 28.1560
C3 18.2047 12.7393 28.2260
H4 28.1271 17.4948 26.8901
H5 19.7165 14.3829 20.9533
H6 23.5213 10.5261 12.4295
H7 22.0079 9.6100 22.2893
H8 16.3493 11.9674 21.5578
C4 20.3221 16.2950 29.5428
H9 20.5053 12.1498 35.2955
H10 22.6321 13.6020 35.1240
H11 18.9276 16.2801 24.9121
H12 24.7210 10.5334 24.2660
H13 24.4093 14.6507 23.7106
C5 22.0624 10.6561 18.1420
C6 27.0737 10.6953 22.7267
C7 18.9514 11.7402 21.4188
C8 25.2653 11.8833 26.9608
H14 25.9753 11.0899 26.6166
H15 28.2843 15.5097 28.1969
H16 24.7990 9.6913 13.4136
H17 24.2031 15.6055 26.0402
O1 23.9922 11.6697 26.3670
C9 21.1562 12.1383 34.3898
O2 19.2804 15.8998 26.9539
H18 21.0082 14.1873 24.7277
H19 20.1626 13.5665 29.8740
H20 23.0183 11.0898 16.2932
H21 25.6325 13.7235 23.1108
H22 26.1923 14.1624 28.8852
H23 23.2049 14.4675 33.0317
H24 25.2355 15.3247 28.0385
C10 23.2383 12.8662 26.3071
C11 26.2528 14.6585 21.0200
C12 24.7136 12.1059 32.2837
H25 23.8360 9.8891 23.0442
C13 19.8878 12.5269 29.9002
O3 19.2533 12.7836 22.3227
H26 22.6820 8.2649 17.1736
H27 27.2233 13.9218 26.6980
H28 14.3006 11.7768 26.7946
C14 20.1148 13.7897 21.8184
H29 16.7539 11.9459 26.0306
C15 17.5563 9.7036 21.1714
O4 26.2879 9.2301 25.1407
H30 19.3077 17.9203 27.6430
H31 23.1511 19.0411 25.5744
N1 20.9426 13.7569 25.6563
H32 25.7337 9.2558 21.9324
C16 21.8820 13.4681 34.2947
H33 18.2081 13.8068 28.0245
H34 21.0169 16.0149 30.3334
N2 16.3313 12.6232 26.6859
H35 24.0269 16.5866 30.0452
H36 21.0362 10.2416 18.0655
O5 23.8219 12.5200 33.3088
H37 21.8420 11.7089 18.3343
H38 23.9380 13.2479 21.2202
H39 26.4485 7.6855 26.3667
H40 21.6541 10.6088 25.0346
N3 21.8505 17.9244 28.6157
H41 24.7164 21.0469 22.9962
H42 21.1111 15.4909 34.0502
O6 18.5352 12.4234 29.5730
H43 23.3264 13.4089 27.2531
C17 27.3055 15.7209 27.7177
C18 22.6172 10.0553 19.4243
H44 13.1475 13.6428 22.9651
H45 21.9452 17.5631 23.8764
H46 21.2147 8.1521 21.6029
H47 17.5728 16.6803 25.9197
H48 22.7537 17.8995 28.1661
N4 23.7339 16.4722 26.0180
H49 25.4167 7.9195 23.7993
H50 17.1571 8.9126 21.8047
O7 21.5325 9.6122 20.2474
H51 24.1679 11.6776 31.5233
H52 26.5294 15.2048 25.9216
C19 14.6539 12.9136 24.9953
H53 24.9123 16.0931 21.7545
H54 22.3370 13.2413 32.0836
H55 13.7358 12.0000 22.5108
C20 18.3851 15.9892 25.7988
H56 14.5562 13.5120 27.0312
H57 23.2414 9.2058 19.1794
C21 26.2062 8.6123 23.8732
H58 23.2782 17.1359 22.6283
H59 19.7526 17.1516 29.9423
H60 26.1669 14.8631 20.0225
H61 22.7406 16.3273 26.2167
H62 18.3870 9.3054 20.6259
H63 20.5271 12.0057 33.5433
H64 27.1817 9.2181 26.9003
H65 14.6299 14.0329 24.9452
H66 22.4212 16.2320 18.9377
H67 25.1432 11.8617 28.0755
C22 23.7655 9.6879 13.0776
H68 19.8383 11.2429 21.1611
C23 23.7581 14.3312 21.2078
H69 15.4039 12.4408 24.3578
H70 27.9720 10.3352 22.1785
H71 20.4806 11.9555 29.1896
H72 25.4866 20.7934 24.6219
H73 21.1350 13.4506 21.6364
H74 28.0034 8.2270 25.6552
H75 25.8029 12.7588 26.5942
C24 27.1485 17.1676 27.3460
H76 20.9169 11.9077 24.0529
H77 20.0192 12.0963 30.8937
H78 27.3173 11.1224 23.7267
H79 27.1882 17.7196 28.2704
N5 27.3209 14.9657 26.5286
H80 26.4865 13.6075 21.1576
H81 23.6329 8.7509 12.4940
O8 23.3415 14.7644 19.9180
H82 22.9811 14.4280 22.0023
H83 21.8904 11.3533 34.4447
C25 13.1220 12.5717 23.2418
O9 24.2987 19.3619 23.8480
C26 23.9642 17.1780 24.7590
H84 24.3478 15.1253 30.8270
C27 19.9596 17.1155 27.2141
H85 18.4625 10.4819 22.9592
H86 18.9711 12.2679 27.5541
C28 24.9840 15.0118 21.7505
C29 24.8449 16.0577 30.5684
H87 19.6253 15.5107 29.3959
C30 24.6036 20.7436 24.0506
C31 16.7469 12.2775 28.0231
H88 24.8651 18.7277 25.7199
H89 22.8998 7.7682 14.8970
H90 26.7006 11.5487 22.0525
C32 24.0542 18.7104 25.0329
H91 27.1770 8.1335 23.6759
H92 22.7545 11.6202 24.1081
H93 16.7940 10.0193 20.4281
H94 25.3612 12.9376 31.9111
H95 16.1370 12.8838 28.7003
H96 12.0772 12.3077 23.0759
H97 17.0665 12.4670 22.9313
C33 23.2184 8.7193 15.1623
H98 21.9817 18.1306 29.5687
H99 17.9384 14.9731 25.6692
H100 18.5907 12.0929 20.4542
H101 20.5412 17.4787 26.3602
C34 22.4960 9.1318 16.4807
O10 22.8965 9.7170 14.2038
H102 20.2824 14.4434 22.6531
H103 24.9024 16.8635 24.3265
H104 23.2372 10.7553 19.9817
O11 26.0580 16.0368 29.8170
C35 21.8942 8.9719 21.4763
H105 24.3180 8.6880 15.3194
O12 13.3964 12.3090 24.6059
N6 16.7201 11.6601 22.4459
C36 25.9442 9.7407 22.8985
H106 23.2266 16.8068 20.3580
H107 22.8437 8.4973 21.3307
C37 27.0270 8.5301 26.0425
H108 27.1516 15.1896 21.4240
H109 21.6965 15.6927 20.5386
C38 21.7671 11.6320 24.6610
H110 20.6787 14.4094 26.3619
H111 23.6218 13.5412 25.4794
H112 26.2640 17.3913 26.7835
N7 22.9112 10.3776 16.9996
N8 20.8858 14.5859 34.3386
C39 17.9351 10.8821 22.0743
C40 14.8670 12.6923 26.4430
C41 22.7796 13.4549 33.0637
C42 21.7715 12.5740 25.9139
N9 25.2344 14.6737 23.1428
N10 24.6312 10.4346 23.2381
C43 21.0140 16.7251 28.2951
H113 23.7461 21.2640 24.4768
H114 20.0622 14.3231 33.8043
H115 22.4737 16.0119 23.6870
C44 22.8833 16.9816 23.6713
H116 25.3283 11.3387 32.6832
H117 25.2444 16.6199 31.4898
H118 21.4337 9.2111 16.2287

Results
E_LUMO = 0.01966 Eh
structure (SMILES) = COC[C@H](C)N.COC[C@H](C)N.COC[C@H](C)N.COC[C@H](C)N.COC[C@H](C)N.COC[C@H](C)N.COC[C@H](C)N.COC[C@H](C)N.COCCNCCOC.COCCNCCOC
total charge = 0
2S+1 = 1
largest force on an atom = 3.6 eV/Å
energy relative to the best compared isomer or geometry (same formula, charge and spin) = 252.5 kJ/mol
frontier orbital gap = 9.23 eV